(1)
{"formula": "C6H12O", "method": "ωB97M-V/def2-TZVPD", "elements": ["C", "C", "C", "C", "O", "C", "C", "H", "H", "H", "H", "H", "H", "H", "H", "H", "H", "H", "H"], "xyz": [[-2.577, 0.111, 0.649], [-1.402, -0.066, 1.617], [-0.218, -0.849, 1.038], [2.103, 0.234, -1.863], [3.049, 1.285, -1.997], [1.601, -0.073, -0.502], [0.306, -0.235, -0.234], [-2.556, 1.088, 0.164], [-2.638, -0.640, -0.142], [-3.525, 0.000, 1.178], [-1.708, -0.558, 2.542], [-1.060, 0.939, 1.862], [0.575, -0.919, 1.778], [-0.534, -1.859, 0.757], [2.629, -0.662, -2.208], [1.289, 0.350, -2.565], [2.798, 1.997, -1.403], [2.325, -0.121, 0.306], [-0.457, -0.023, -0.978]], "mulliken_charge": [-1.13, -0.39, -0.70, -0.43, -0.53, -0.34, -0.05, 0.31, 0.31, 0.32, 0.36, 0.28, 0.32, 0.29, 0.25, 0.29, 0.32, 0.31, 0.22], "smiles": "CCC/C=C/CO", "e_above_lowest_ev": 1.2287, "gap_ev": 10.434, "lumo_ev": 1.06, "total_charge": 0, "largest_force_ev_per_a": 1.0}

***

(2)
{"formula": "C6H12O", "method": "ωB97M-V/def2-TZVPD", "elements": ["C", "O", "C", "C", "C", "C", "C", "H", "H", "H", "H", "H", "H", "H", "H", "H", "H", "H", "H"], "xyz": [[-1.639, -0.116, 1.447], [-0.314, 0.365, 1.410], [0.627, -0.607, 1.475], [0.459, -1.915, 1.281], [1.126, -0.328, -1.730], [1.017, 0.969, -1.461], [-0.256, 1.760, -1.499], [-1.786, -0.683, 2.376], [-1.852, -0.771, 0.594], [-2.305, 0.748, 1.421], [1.592, -0.178, 1.730], [1.305, -2.576, 1.412], [-0.476, -2.364, 0.960], [0.258, -0.930, -1.994], [2.081, -0.845, -1.680], [1.914, 1.532, -1.199], [-0.209, 2.499, -2.308], [-1.126, 1.116, -1.670], [-0.411, 2.302, -0.560]], "mulliken_charge": [-0.88, -0.28, 0.07, -0.74, -0.75, 0.11, -0.98, 0.41, 0.32, 0.22, 0.38, 0.26, 0.25, 0.23, 0.28, 0.31, 0.36, 0.25, 0.20], "smiles": "C=COC.C=CC", "e_above_lowest_ev": 2.2511, "gap_ev": 9.845, "lumo_ev": 1.04, "total_charge": 0, "largest_force_ev_per_a": 0.3}

***

(3)
{"formula": "C6H12O", "method": "ωB97M-V/def2-TZVPD", "elements": ["C", "O", "C", "C", "C", "C", "C", "H", "H", "H", "H", "H", "H", "H", "H", "H", "H", "H", "H"], "xyz": [[-1.843, 0.950, -0.406], [-1.072, 1.770, 0.507], [-1.038, 0.305, -1.658], [0.392, -0.296, -1.167], [0.394, -1.402, 0.005], [2.367, -0.704, 1.613], [1.100, -0.911, 1.364], [-2.407, 1.668, -0.990], [-2.497, 0.310, 0.270], [-0.129, 1.508, 0.454], [-1.163, 1.121, -2.345], [-1.558, -0.398, -2.291], [1.132, 0.527, -0.883], [0.798, -0.806, -2.041], [0.820, -2.441, -0.199], [-0.800, -1.603, 0.077], [3.071, -1.486, 1.255], [2.704, 0.067, 2.266], [0.373, -0.277, 1.874]], "mulliken_charge": [-0.36, -0.51, -0.82, -0.85, -0.35, -0.55, -0.41, 0.30, 0.25, 0.30, 0.41, 0.40, 0.41, 0.34, 0.38, 0.21, 0.24, 0.28, 0.31], "smiles": "C=CCCCCO", "e_above_lowest_ev": 3.5713, "gap_ev": 10.803, "lumo_ev": 1.00, "total_charge": 0, "largest_force_ev_per_a": 4.7}

***

(4)
{"formula": "C6H12O", "method": "ωB97M-V/def2-TZVPD", "elements": ["C", "C", "C", "O", "C", "C", "C", "H", "H", "H", "H", "H", "H", "H", "H", "H", "H", "H", "H"], "xyz": [[1.179, -0.375, -0.767], [-1.084, -1.499, -0.161], [-2.172, -1.100, -1.122], [-0.885, -0.408, 0.604], [0.435, 0.206, 0.434], [1.296, 0.033, 1.673], [0.051, 1.661, 0.178], [0.528, -0.488, -1.642], [1.560, -1.369, -0.528], [2.011, 0.291, -1.021], [-2.034, -0.041, -1.397], [-3.082, -1.176, -0.514], [-2.199, -1.752, -2.002], [2.275, 0.493, 1.494], [0.838, 0.496, 2.549], [1.440, -1.033, 1.872], [-0.426, 2.079, 1.068], [-0.666, 1.732, -0.649], [0.936, 2.252, -0.069]], "mulliken_charge": [-1.53, -0.30, -0.81, -0.16, 1.60, -1.57, -1.52, 0.36, 0.46, 0.42, 0.21, 0.35, 0.30, 0.36, 0.37, 0.38, 0.36, 0.35, 0.37], "e_above_lowest_ev": 3.7004, "gap_ev": 8.554, "lumo_ev": 0.72, "total_charge": 0, "largest_force_ev_per_a": 0.6}

***

(5)
{"formula": "C6H12O", "method": "ωB97M-V/def2-TZVPD", "elements": ["C", "C", "C", "C", "C", "C", "O", "H", "H", "H", "H", "H", "H", "H", "H", "H", "H", "H", "H"], "xyz": [[1.716, 0.684, 1.484], [0.901, -0.559, 1.124], [-0.335, -0.210, 0.283], [-0.013, -0.017, -1.214], [-1.112, 0.757, -1.935], [-1.446, -1.234, 0.471], [-2.550, -1.154, -0.016], [2.628, 0.437, 2.038], [2.015, 1.238, 0.585], [1.124, 1.366, 2.107], [1.523, -1.280, 0.571], [0.591, -1.073, 2.048], [-0.749, 0.748, 0.641], [0.142, -0.993, -1.696], [0.942, 0.521, -1.297], [-0.830, 0.998, -2.965], [-1.313, 1.694, -1.403], [-2.040, 0.181, -1.944], [-1.195, -2.104, 1.118]], "mulliken_charge": [-1.23, -0.67, 0.51, -0.53, -1.17, -0.23, -0.47, 0.37, 0.28, 0.32, 0.30, 0.37, 0.23, 0.32, 0.32, 0.35, 0.33, 0.29, 0.30], "smiles": "CCC(C=O)CC", "e_above_lowest_ev": 0.5114, "gap_ev": 10.655, "lumo_ev": 1.02, "total_charge": 0, "largest_force_ev_per_a": 0.6}

***

(6)
{"formula": "C6H12O", "method": "ωB97M-V/def2-TZVPD", "elements": ["C", "C", "C", "C", "C", "C", "O", "H", "H", "H", "H", "H", "H", "H", "H", "H", "H", "H", "H"], "xyz": [[-1.016, 0.835, 1.736], [-0.773, 1.603, 0.433], [-1.163, 0.801, -0.779], [-0.385, 0.592, -1.837], [1.394, -1.707, -1.008], [1.911, -1.321, 0.360], [0.383, -2.537, -0.832], [-0.729, 1.435, 2.605], [-0.439, -0.096, 1.765], [-2.075, 0.571, 1.842], [0.284, 1.887, 0.352], [-1.346, 2.542, 0.462], [-2.164, 0.368, -0.760], [0.615, 1.012, -1.902], [-0.728, 0.015, -2.693], [2.971, -1.605, 0.421], [1.361, -1.750, 1.207], [1.895, -0.228, 0.435], [0.071, -2.809, -1.707]], "mulliken_charge": [-1.03, -0.29, 0.08, -1.06, -0.20, -0.61, -0.32, 0.33, 0.18, 0.33, 0.26, 0.30, 0.29, 0.31, 0.31, 0.35, 0.24, 0.15, 0.40], "e_above_lowest_ev": 3.5278, "gap_ev": 9.260, "lumo_ev": 0.92, "total_charge": 0, "largest_force_ev_per_a": 0.5}